# 1
162
Properties=species:S:1:pos:R:3:forces:R:3:lowdin_charge:R:1 method="wB97M-V/def2-TZVPD" largest_force_ev_per_a=2.9 lumo_energy_ev=0.55 e_homo_ev=-7.96 total_energy_ha=-2781.0681 relative_energy_kcal_mol=27.03 homo_lumo_gap_ev=8.52 charge=0
C 19.688247 -3.675678 24.379180 -0.6 1.7 -1.0 -0.028
C 19.743971 -4.678013 23.223031 1.0 -0.6 0.6 -0.515
C 20.556874 -5.896985 23.680890 0.0 -0.6 0.9 -0.136
C 19.855270 -6.639144 24.844984 -1.2 0.9 -0.9 -0.164
C 18.605681 -7.286165 24.200551 1.9 -0.3 -0.6 -0.134
C 17.681784 -6.189667 23.595717 -0.3 -0.6 2.0 -0.493
N 18.435495 -5.182111 22.843152 0.1 -1.3 -0.9 -0.082
O 17.591941 -4.214140 22.252545 0.2 -0.2 0.3 -0.026
C 16.666647 -6.919431 22.749609 -0.3 0.2 -2.4 -0.045
C 16.886652 -5.578913 24.764394 -0.1 1.7 0.5 -0.033
C 20.414332 -3.940008 22.046136 -0.5 -0.6 -0.2 -0.022
H 20.611521 -3.126066 24.575694 0.4 -0.7 0.2 0.092
H 19.192862 -4.005639 25.280975 0.2 0.0 0.1 0.057
H 19.101721 -2.854869 23.938340 -0.4 -0.1 0.5 0.080
H 20.691457 -6.656570 22.905450 0.0 0.3 -0.3 0.118
H 21.553652 -5.646654 24.050216 0.0 0.6 -0.3 0.117
H 19.391440 -5.925565 25.525186 0.8 0.1 0.5 0.079
H 20.609886 -7.229288 25.358073 -0.5 -0.6 0.1 0.109
H 18.101325 -8.010997 24.839339 -0.5 0.4 0.2 0.119
H 19.020877 -7.895599 23.388444 -0.4 0.0 -0.2 0.106
H 15.899696 -7.458996 23.297835 0.1 0.0 0.3 0.083
H 16.177786 -6.247204 22.030573 -0.4 0.4 0.7 0.068
H 17.101726 -7.592622 21.998409 0.4 -0.3 0.6 0.088
H 16.296536 -4.719548 24.422525 -0.3 -0.4 -0.4 0.079
H 16.242314 -6.254604 25.324673 0.0 -0.3 -0.3 0.085
H 17.490006 -5.051555 25.510564 0.4 -0.5 0.0 0.062
H 20.320619 -4.440867 21.078351 -0.4 -0.3 0.2 0.087
H 21.493690 -3.872649 22.177869 -0.1 0.5 0.4 0.085
H 19.887561 -2.989296 21.976899 0.5 0.3 -0.2 0.064
H 17.608810 -4.494242 21.323617 -0.3 0.4 -0.1 0.072
C 15.634281 1.294474 24.709803 -0.7 0.8 -0.8 -0.030
C 16.267261 2.296377 25.679632 1.7 0.3 0.2 -0.494
C 15.547150 3.634815 25.568523 -1.2 0.9 0.7 -0.138
C 15.836067 4.608728 26.709756 0.6 0.2 -0.2 -0.183
C 15.497681 3.957076 28.021902 1.1 0.2 0.7 -0.134
C 16.137237 2.565220 28.270876 0.2 0.1 -0.4 -0.510
N 16.058897 1.777476 27.032467 -1.7 -0.1 0.4 -0.105
O 16.652591 0.499687 27.181763 0.1 0.2 0.1 -0.014
C 17.597601 2.641679 28.752339 0.3 1.3 0.2 -0.026
C 15.299632 1.940114 29.354266 -0.7 -1.0 0.6 -0.044
C 17.774435 2.546204 25.407775 0.4 -1.8 0.0 -0.018
H 15.960803 0.258717 24.663088 0.3 0.1 0.6 0.080
H 15.706539 1.643334 23.672932 0.2 0.3 0.1 0.086
H 14.562115 1.348690 24.923266 0.0 -0.4 0.1 0.077
H 15.623338 4.225899 24.653695 0.6 -0.7 -0.4 0.132
H 14.468658 3.468092 25.679723 0.1 -0.3 -0.2 0.077
H 15.210246 5.494972 26.573087 0.0 0.0 0.0 0.115
H 16.858777 5.000805 26.701879 0.1 -0.3 -0.1 0.107
H 14.411103 3.991417 28.101286 0.0 -0.6 0.3 0.107
H 15.921561 4.518288 28.861988 -0.4 0.4 -0.1 0.124
H 17.789582 3.181745 29.688575 -0.8 -0.1 0.2 0.083
H 18.048001 1.668110 28.925637 0.0 -0.1 -0.6 0.084
H 18.144529 3.290443 28.062566 0.3 -0.6 -0.3 0.070
H 14.239047 1.918567 29.087672 0.0 0.1 -0.1 0.066
H 15.560923 0.902737 29.585091 0.3 0.1 -0.2 0.085
H 15.383416 2.475600 30.301526 0.1 0.2 -0.1 0.092
H 18.226021 3.405780 25.897332 -0.4 0.5 -0.6 0.064
H 17.946732 2.398984 24.339501 0.2 0.9 -0.1 0.082
H 18.392895 1.745374 25.834708 -0.4 -0.3 0.1 0.082
H 15.884528 -0.070196 27.300376 0.1 -0.1 -0.1 0.107
C 9.152230 -7.323745 22.409610 -0.5 0.6 -0.8 -0.031
C 10.606269 -7.386925 21.948272 0.5 0.4 -0.7 -0.491
C 11.217273 -8.633053 22.593221 1.3 0.1 1.4 -0.143
C 12.521069 -9.018510 21.933503 -0.2 -0.4 -0.8 -0.182
C 12.330875 -9.309408 20.448602 1.2 1.2 0.1 -0.134
C 11.689970 -8.164290 19.651465 -0.6 0.6 0.3 -0.503
N 10.661636 -7.504883 20.474455 -0.6 -1.7 0.3 -0.128
O 9.894140 -6.552155 19.771686 0.3 -0.2 0.1 -0.015
C 12.746899 -7.122711 19.199348 0.0 -1.2 -0.5 -0.026
C 11.007834 -8.819373 18.434130 0.1 -0.1 0.4 -0.039
C 11.411781 -6.116788 22.312956 -0.1 0.4 -0.4 -0.035
H 8.656569 -8.287518 22.287556 0.2 -0.2 0.3 0.082
H 8.568076 -6.673049 21.752622 0.2 0.3 0.2 0.075
H 9.041887 -6.942682 23.423311 0.1 -0.2 0.1 0.087
H 11.581153 -8.336457 23.587734 -0.6 0.2 0.2 0.123
H 10.528065 -9.449322 22.808514 -0.2 0.0 -0.7 0.117
H 13.054459 -9.892509 22.315259 -0.4 0.0 0.6 0.116
H 13.176891 -8.167009 22.135014 0.3 -0.1 -0.5 0.098
H 11.816907 -10.248049 20.251400 -0.1 0.0 0.3 0.118
H 13.357741 -9.372249 20.071283 -0.2 -0.5 -0.4 0.118
H 13.301278 -6.749556 20.057444 -0.1 0.3 0.0 0.062
H 13.456635 -7.640569 18.544376 0.1 0.1 0.1 0.083
H 12.300744 -6.346923 18.579810 -0.1 0.3 0.4 0.081
H 10.088622 -9.331885 18.731624 -0.2 0.4 0.2 0.087
H 10.803692 -8.082029 17.659924 0.0 -0.3 -0.2 0.080
H 11.616597 -9.662652 18.102244 0.3 0.4 -0.5 0.081
H 11.331319 -5.838304 23.363905 0.0 0.1 0.0 0.087
H 11.130118 -5.291102 21.650843 -0.8 0.1 0.4 0.085
H 12.460381 -6.138055 22.002426 0.1 -0.8 0.5 0.053
H 9.159045 -7.092921 19.456598 -0.1 0.3 -0.1 0.101
C 10.939679 1.464500 28.184764 1.1 -0.7 0.3 -0.123
O 11.031737 2.685353 27.517184 -0.4 0.6 0.2 -0.185
C 12.072180 2.734189 26.552294 -1.1 -0.8 -0.4 -0.218
C 11.772032 3.931886 25.671425 0.4 1.4 0.0 -0.199
N 10.556256 3.906908 24.877450 1.0 -0.2 0.6 -0.054
C 10.332042 2.789030 24.013599 -1.9 -0.3 -1.7 -0.233
C 11.082356 2.919579 22.665895 0.4 0.0 1.6 -0.231
O 10.662419 2.041699 21.658433 -0.8 0.3 0.3 -0.190
C 10.703118 0.645419 21.968108 1.1 1.1 -1.2 -0.083
H 11.941626 1.169484 28.537272 -0.1 0.0 0.1 0.076
H 10.609833 0.625072 27.558668 -0.2 0.2 -0.2 0.089
H 10.312801 1.531200 29.071250 -0.2 0.3 -0.2 0.088
H 11.968735 1.807485 25.969576 0.4 0.0 -0.2 0.114
H 13.047406 2.723213 27.041594 0.1 0.2 -0.1 0.089
H 12.576677 4.272621 25.009889 0.4 -0.8 0.1 0.106
H 11.717628 4.807919 26.329021 -0.3 -0.1 0.2 0.126
H 9.779438 4.302239 25.373608 -0.3 -0.6 0.0 0.111
H 9.279187 2.848021 23.703847 0.0 0.1 0.1 0.129
H 10.382584 1.738603 24.331353 0.6 0.3 1.0 0.098
H 12.146109 2.760652 22.892889 0.2 0.1 -0.3 0.114
H 10.904593 3.961142 22.404616 0.2 -0.1 -0.7 0.123
H 10.498863 0.239759 20.977730 -0.4 -0.7 0.4 0.093
H 10.036969 0.315295 22.762357 -0.1 0.0 -0.1 0.082
H 11.753289 0.414584 22.178381 -0.1 -0.4 0.4 0.074
C 17.626473 2.403362 18.360637 0.5 0.4 -0.1 -0.115
O 18.990345 2.286637 18.020901 0.1 -0.1 0.2 -0.226
C 19.384968 3.209632 16.994993 0.0 -1.8 1.1 -0.206
C 20.928724 3.154095 17.026152 -1.7 1.9 -1.3 -0.186
N 21.402580 4.230486 16.133393 1.2 -0.6 0.7 -0.071
C 22.844553 4.054699 15.877087 -0.9 0.8 -1.1 -0.200
C 23.234705 2.946682 14.895263 0.6 0.0 1.0 -0.242
O 22.918778 3.285635 13.559554 0.1 -0.5 -0.3 -0.182
C 22.017572 2.348408 12.980023 -0.8 0.9 0.4 -0.103
H 17.386585 1.663892 19.123811 0.0 -0.1 -0.2 0.072
H 17.023276 2.267263 17.453665 -0.3 0.0 0.3 0.090
H 17.476779 3.399940 18.799321 -0.4 -0.1 -0.2 0.088
H 18.968975 2.792407 16.066136 0.2 0.4 -0.3 0.121
H 18.898582 4.164442 17.217472 0.6 0.3 -0.2 0.121
H 21.256652 3.428530 18.025796 0.1 -0.5 0.1 0.122
H 21.236267 2.158872 16.703846 0.1 -0.1 0.3 0.110
H 20.855216 4.367775 15.297040 0.1 -0.3 -0.2 0.098
H 23.213715 4.969081 15.401662 0.0 0.1 0.2 0.115
H 23.337463 3.962142 16.843493 0.1 -0.2 0.0 0.116
H 24.317590 2.819841 15.003627 0.1 0.0 -0.3 0.119
H 22.816282 1.981637 15.192682 -0.3 0.0 -0.1 0.103
H 21.054318 2.541587 13.473068 -0.1 -0.6 0.0 0.080
H 22.323110 1.308710 13.100776 0.1 0.0 0.0 0.087
H 21.836055 2.574530 11.930302 0.5 0.1 0.0 0.085
C 13.766023 -3.526008 22.711097 -0.8 0.0 -1.8 -0.121
O 14.293415 -2.411127 23.368535 0.2 -0.5 0.7 -0.153
C 14.444023 -1.267548 22.576452 -0.6 0.4 -1.0 -0.238
C 15.810500 -1.136762 21.924498 -0.7 1.1 -0.8 -0.191
N 15.855857 -1.747905 20.592700 0.1 -0.8 0.4 -0.038
C 17.190599 -1.829788 20.040140 -0.4 0.3 -1.2 -0.215
C 17.286472 -2.875044 18.951675 1.3 -0.5 -0.3 -0.196
O 17.082802 -4.206118 19.466157 0.0 0.4 -0.7 -0.224
C 15.878325 -4.796137 18.980493 0.7 -0.6 0.8 -0.089
H 13.767572 -4.461320 23.261717 0.1 0.4 0.7 0.080
H 14.225661 -3.775231 21.742236 0.7 0.1 0.3 0.069
H 12.752404 -3.311795 22.342953 -0.3 0.0 0.6 0.087
H 14.133586 -0.370650 23.119809 0.7 -0.2 0.7 0.097
H 13.693779 -1.212923 21.770336 0.1 -0.6 -0.2 0.119
H 16.611700 -1.434927 22.606829 0.0 -0.1 0.0 0.120
H 15.877855 -0.073381 21.656601 0.5 0.1 0.6 0.115
H 15.480091 -2.687215 20.600719 0.0 0.0 0.4 0.059
H 18.004959 -2.060483 20.737301 -0.2 0.1 0.3 0.107
H 17.422059 -0.887436 19.525774 0.2 0.1 0.3 0.115
H 18.316020 -2.786695 18.579679 0.2 -0.4 0.3 0.122
H 16.752122 -2.759719 18.005901 -0.8 0.4 0.5 0.122
H 15.910153 -5.836675 19.314901 -0.1 0.1 0.1 0.085
H 15.850733 -4.837535 17.890263 -0.2 0.4 0.0 0.093
H 15.035662 -4.304086 19.470602 -0.4 -0.1 -0.6 0.077

---

# 2
46
Properties=species:S:1:pos:R:3:forces:R:3:lowdin_charge:R:1 method="wB97M-V/def2-TZVPD" largest_force_ev_per_a=11.1 lumo_energy_ev=0.55 e_homo_ev=-8.51 total_energy_ha=-2913.2178 relative_energy_kcal_mol=401.19 homo_lumo_gap_ev=9.06 charge=0
C 31.644170 28.284910 -13.800040 -1.7 2.6 4.7 -1.158
Cl 32.641250 29.786040 -13.930210 -0.2 0.3 1.4 0.510
Cl 31.003320 28.006750 -12.162630 0.5 0.7 1.4 0.575
H 30.746060 28.489270 -14.382900 1.6 1.1 1.2 -0.027
H 32.113440 27.384090 -14.195520 -1.9 0.2 4.3 -0.144
C 32.087420 27.373670 -16.941480 1.8 0.1 -2.6 -0.919
Cl 32.927020 27.640280 -15.440670 6.5 -1.8 -8.0 0.757
Cl 33.189960 27.707460 -18.325250 -0.6 -0.3 0.1 0.529
H 31.693390 26.357490 -16.927000 0.4 -0.1 -0.6 0.082
H 31.232170 28.047030 -16.884590 2.0 0.1 -2.0 0.004
F 27.780440 30.508210 -17.176280 1.2 8.7 -6.7 0.068
C 26.421750 30.579680 -17.266680 -2.7 4.6 -1.2 -0.287
C 25.704560 29.643760 -17.893430 -0.3 -2.4 -1.5 -0.026
C 24.374900 29.797700 -18.284140 -0.3 2.1 1.1 -0.035
C 23.725910 31.037430 -17.974800 1.4 0.1 0.4 -0.052
C 24.451210 32.088070 -17.311660 1.1 -2.8 -0.6 -0.041
C 25.793590 31.792170 -16.954830 -0.1 0.6 0.0 0.020
H 26.242960 28.753690 -18.183790 -0.1 -0.3 -0.1 0.136
H 23.925220 28.982400 -18.831380 -0.3 0.2 0.1 0.104
H 22.707110 31.269930 -18.247520 -0.1 -0.4 -0.2 0.092
H 24.029140 33.069550 -17.153700 0.0 -0.1 0.1 0.099
H 26.438190 32.532160 -16.503930 -0.1 0.3 0.1 0.116
F 25.678340 25.707480 -12.873010 -0.1 1.5 -0.2 0.044
C 25.531990 27.087970 -12.861850 1.6 0.2 1.6 -0.212
C 26.656760 27.867670 -12.434180 -4.8 1.1 4.1 -0.095
C 26.509280 29.270440 -12.292640 -1.1 -1.1 0.7 -0.038
C 25.244650 29.839760 -12.565030 1.6 0.2 0.5 -0.102
C 24.238720 29.064330 -13.017000 -1.9 -0.6 0.2 -0.117
C 24.324150 27.682070 -13.079200 0.4 -0.7 -1.4 -0.015
H 27.571820 27.325620 -12.246450 -2.7 1.5 7.2 0.096
H 27.260660 29.909270 -11.852500 0.4 -0.3 -0.1 0.119
H 25.007450 30.864080 -12.318240 0.4 0.2 -0.2 0.107
H 23.255160 29.487110 -13.159430 0.0 0.2 -0.2 0.106
H 23.523090 27.075220 -13.474740 -0.3 0.0 0.3 0.122
F 29.812190 28.902020 -17.549510 -0.5 0.5 -0.2 0.046
C 29.264490 28.522640 -16.374030 -0.9 -1.4 2.8 -0.140
C 27.954810 28.952270 -15.950740 2.0 -3.8 0.7 -0.004
C 27.458270 28.465810 -14.814540 0.3 -1.5 2.6 -0.027
C 28.167930 27.580270 -13.960130 3.5 -0.9 -4.5 -0.065
C 29.453910 27.194220 -14.324040 -2.5 -0.6 -1.3 -0.135
C 30.022950 27.659370 -15.518740 -3.4 0.0 -1.5 -0.145
H 27.364060 29.669090 -16.501700 0.4 -6.0 4.4 -0.063
H 26.505050 28.821870 -14.452590 -0.1 -0.1 -0.7 0.090
H 27.772260 27.180700 -13.038070 3.0 -1.4 -7.0 -0.014
H 30.039770 26.548160 -13.687040 -0.3 -0.2 -0.3 0.079
H 31.056840 27.422630 -15.722290 -3.0 -0.5 1.5 -0.038

---

# 3
15
Properties=species:S:1:pos:R:3:forces:R:3:lowdin_charge:R:1 method="wB97M-V/def2-TZVPD" largest_force_ev_per_a=3.7 lumo_energy_ev=-4.54 e_homo_ev=-13.43 total_energy_ha=-681.1955 relative_energy_kcal_mol=74.54 homo_lumo_gap_ev=8.89 charge=+1
C 2.240690 0.323233 0.097861 -0.9 0.9 1.0 -0.521
C -0.430920 -0.048262 -0.047798 2.2 -2.2 2.0 -0.525
C -1.244675 -0.134931 1.278664 2.2 2.2 -1.5 0.004
N 1.309451 1.469064 -0.209978 -0.9 -1.0 0.5 0.070
N 0.114415 1.204222 -0.250175 0.8 1.3 -0.8 0.001
N -1.150612 -0.517741 -1.251047 -1.0 -0.5 -1.9 0.220
S 1.453539 -1.311912 0.115063 -1.6 2.3 -0.6 0.800
H 3.074333 0.658186 -0.455414 1.1 -0.9 -1.8 0.071
H 2.665490 0.625691 1.055453 -0.5 -0.3 0.7 0.089
H -1.470040 0.965468 1.354775 -0.8 -1.3 0.7 0.116
H -0.550837 -0.421783 2.072573 -0.3 0.0 -0.1 0.088
H -2.029660 -0.823168 1.145671 -1.2 -0.5 0.3 0.067
H -2.178744 -0.670337 -1.226370 0.5 -0.3 1.0 0.192
H -0.676997 -1.364530 -1.569026 -0.1 -0.5 0.2 0.142
H -1.125435 0.046796 -2.110258 0.8 0.9 0.4 0.185

---

# 4
10
Properties=species:S:1:pos:R:3:forces:R:3:lowdin_charge:R:1 method="wB97M-V/def2-TZVPD" largest_force_ev_per_a=0.5 lumo_energy_ev=0.82 e_homo_ev=-8.51 total_energy_ha=-301.4708 relative_energy_kcal_mol=10.34 homo_lumo_gap_ev=9.34 charge=0
O -2.081758 0.622383 0.371823 0.1 0.2 0.1 0.096
C -0.784786 0.294807 0.266128 0.1 0.0 0.0 -0.501
N 0.181996 0.632606 1.063718 -0.2 -0.2 -0.2 0.106
C 1.301065 0.025507 0.503875 0.2 -0.1 0.0 -0.156
C 0.974680 -0.672986 -0.611406 0.2 0.1 0.1 -0.115
N -0.403179 -0.506264 -0.765453 0.0 0.3 0.0 0.101
H -2.157419 1.213383 1.133450 0.0 0.0 -0.1 0.120
H 2.280742 0.148853 0.943769 -0.2 -0.1 0.0 0.094
H 1.538450 -1.345410 -1.241716 0.0 0.3 0.0 0.101
H -0.849791 -0.412880 -1.664188 -0.2 -0.4 0.1 0.154